1.
15
Properties=species:S:1:pos:R:3:forces:R:3 method="wB97M-V/def2-TZVPD" smiles=F[C@@H]1C[C@@H]2N[C@@H]2C1 charge=0 relative_energy_ev=0.992 energy_ev=-9520.797 homo_energy_ev=-9.67 e_lumo_ha=0.035
F 1.4218 -1.7076 -0.4718 0.2 -0.6 -0.2
C 0.8246 -0.5566 -0.9560 -1.6 -0.1 0.7
C 1.1298 0.5514 -0.0066 2.5 1.8 -0.3
C 0.0131 0.9126 0.8608 -1.8 -0.5 0.6
N -0.5789 -0.3101 1.5646 0.2 1.6 0.4
C -1.1095 0.2204 0.2801 -2.6 -1.3 0.4
C -0.7116 -0.6503 -0.8534 0.8 -1.4 -0.9
H 1.1365 -0.4249 -1.9794 0.4 0.1 -0.2
H 1.9577 0.2878 0.5878 1.3 -0.6 0.7
H 1.4971 1.4185 -0.5433 -0.2 0.4 -0.3
H -0.1741 1.8611 1.3488 0.6 0.1 -0.2
H -1.1603 0.1186 2.3254 0.6 -0.8 -0.8
H -2.1663 0.4605 0.3295 0.2 0.7 -0.1
H -1.1629 -0.4805 -1.8202 -0.3 0.7 -0.2
H -0.9170 -1.7009 -0.6662 -0.2 -0.1 0.3


2.
24
Properties=species:S:1:pos:R:3:forces:R:3 method="wB97M-V/def2-TZVPD" smiles="CCOC(=O)C(F)(F)F.BC(=O)NC(=O)F" charge=0 energy_ev=-27576.961 homo_energy_ev=-10.83 e_lumo_ha=-0.035
C -0.6273 -0.7655 1.3345 -0.1 -0.3 -0.1
C -1.8509 0.0211 0.9168 0.4 0.3 0.3
O -2.6130 -0.6782 -0.0892 0.0 0.0 -0.2
C -3.3581 -1.6823 0.3366 0.2 0.3 0.0
O -3.4834 -2.0568 1.4612 -0.1 -0.2 0.3
C -4.1032 -2.3058 -0.8514 0.0 -0.1 -0.1
F -3.2711 -2.5560 -1.8649 0.1 0.0 -0.1
F -5.0514 -1.4707 -1.2883 -0.1 0.1 -0.1
F -4.6816 -3.4432 -0.4964 -0.1 -0.2 0.1
H -0.0138 -1.0021 0.4647 0.1 0.1 0.0
H -0.0299 -0.1893 2.0392 0.0 0.1 0.0
H -0.9041 -1.7062 1.8081 0.0 0.0 0.1
H -1.5494 0.9588 0.4575 -0.1 -0.1 -0.2
H -2.4912 0.2589 1.7656 -0.1 -0.2 0.0
B 4.9783 1.7754 -0.3412 -0.2 0.1 0.2
C 3.7842 0.7426 -0.4554 0.2 0.0 -0.1
O 3.8804 -0.3604 -0.0032 0.1 0.0 -0.1
N 2.5400 1.1134 -1.1536 0.1 0.1 0.2
C 1.9019 2.2337 -0.5959 -2.1 -0.8 0.7
O 0.8500 2.2046 -0.0320 1.1 0.2 -0.5
F 2.5618 3.3844 -0.7155 0.6 0.5 -0.2
H 5.1953 2.2360 0.7288 0.0 0.0 0.0
H 5.6455 2.0646 -1.2763 0.0 -0.2 -0.1
H 2.6911 1.2234 -2.1495 0.1 0.1 -0.1


3.
88
Properties=species:S:1:pos:R:3:forces:R:3 method="wB97M-V/def2-TZVPD" charge=0 relative_energy_ev=0.003 energy_ev=-80311.591 homo_energy_ev=-7.18 e_lumo_ha=0.017
Tl -0.6950 -2.5835 0.9715 0.0 0.0 0.0
C 2.4221 -0.5120 2.8945 0.0 -0.1 -0.1
C 2.9344 -1.3241 1.6928 -0.1 0.0 0.1
P 2.1918 -0.8327 0.0789 0.0 0.0 0.0
C 2.8741 -2.1115 -1.0401 0.0 0.0 0.0
C 4.2400 -2.3797 -1.1312 0.0 0.0 0.0
C 4.7098 -3.3541 -1.9954 0.0 0.0 0.0
C 3.8178 -4.0688 -2.7875 0.0 0.0 0.0
C 2.4606 -3.8017 -2.7146 0.0 0.0 0.0
C 1.9897 -2.8262 -1.8432 0.0 0.0 0.0
C 3.1962 0.6086 -0.4385 0.0 0.0 0.0
C 2.9229 1.1448 -1.6982 0.0 0.0 0.0
C 3.6218 2.2441 -2.1679 0.0 0.0 0.0
C 4.5967 2.8396 -1.3767 0.0 0.0 0.0
C 4.8743 2.3186 -0.1226 0.0 0.0 0.0
C 4.1821 1.2060 0.3413 0.0 0.0 0.0
P 0.5727 -0.3649 2.9317 0.0 0.0 0.0
C 0.3173 -0.1773 4.7390 0.0 0.1 0.0
C 0.0077 -1.3196 5.4732 0.0 0.0 0.0
C -0.1568 -1.2540 6.8505 0.0 0.0 0.0
C -0.0233 -0.0394 7.5055 0.0 0.0 0.0
C 0.2746 1.1080 6.7813 0.0 0.0 0.0
C 0.4440 1.0404 5.4067 0.0 0.0 0.0
C 0.1861 1.3226 2.3488 0.0 0.0 0.0
C 1.1127 2.3358 2.1128 0.0 0.0 0.0
C 0.6886 3.6147 1.7734 0.0 0.0 0.0
C -0.6660 3.8951 1.6739 0.0 0.0 0.0
C -1.5957 2.8860 1.8836 0.0 0.0 0.0
C -1.1738 1.6051 2.2039 0.0 0.0 0.0
H 2.8961 0.4684 2.9549 0.0 0.0 0.0
H 2.6876 -1.0347 3.8152 0.0 0.0 0.0
H 2.6200 -2.3649 1.8135 0.0 0.0 0.0
H 4.0265 -1.3276 1.6624 0.0 0.0 0.0
H 4.9441 -1.8121 -0.5333 0.0 0.0 0.0
H 5.7718 -3.5553 -2.0571 0.0 0.0 0.0
H 4.1859 -4.8299 -3.4638 0.0 0.0 0.0
H 1.7603 -4.3475 -3.3333 0.0 0.0 0.0
H 0.9256 -2.6180 -1.7957 0.0 0.0 0.0
H 2.1527 0.6935 -2.3160 0.0 0.0 0.0
H 3.3986 2.6438 -3.1492 0.0 0.0 0.0
H 5.1384 3.7038 -1.7391 0.0 0.0 0.0
H 5.6367 2.7727 0.4980 0.0 0.0 0.0
H 4.4256 0.8070 1.3184 0.0 0.0 0.0
H -0.1141 -2.2670 4.9592 0.0 0.0 0.0
H -0.4000 -2.1494 7.4083 0.0 0.0 0.0
H -0.1593 0.0167 8.5781 0.0 0.0 0.0
H 0.3710 2.0593 7.2895 0.0 0.0 0.0
H 0.6620 1.9410 4.8454 0.0 0.0 0.0
H 2.1763 2.1497 2.1880 0.0 0.0 0.0
H 1.4226 4.3899 1.5896 0.0 0.0 0.0
H -0.9972 4.8918 1.4105 0.0 0.0 0.0
H -2.6533 3.0895 1.7716 0.0 0.0 0.0
H -1.8974 0.8056 2.3088 0.0 0.0 0.0
N -2.0878 -0.9841 0.4168 0.0 0.0 0.0
P -2.4959 -0.5119 -0.9899 0.0 0.0 0.0
C -1.8075 -1.4590 -2.4087 0.0 0.0 0.0
C -1.9985 -2.8430 -2.3929 0.0 0.0 0.0
C -1.4721 -3.6452 -3.3928 0.0 0.0 0.0
C -0.7436 -3.0715 -4.4292 0.0 0.0 0.0
C -0.5479 -1.6997 -4.4566 0.0 0.0 0.0
C -1.0803 -0.8966 -3.4533 0.0 0.0 0.0
C -2.0375 1.2023 -1.4219 0.0 0.0 0.0
C -2.9231 2.1415 -1.9409 0.0 0.0 0.0
C -2.4840 3.4235 -2.2535 0.0 0.0 0.0
C -1.1556 3.7700 -2.0604 0.0 0.0 0.0
C -0.2667 2.8400 -1.5339 0.0 0.0 0.0
C -0.7085 1.5689 -1.2054 0.0 0.0 0.0
C -4.2906 -0.5865 -1.3159 0.0 0.0 0.0
C -5.1385 -0.5927 -0.2133 0.0 0.0 0.0
C -6.5149 -0.6362 -0.3884 0.0 0.0 0.0
C -7.0504 -0.6823 -1.6682 0.0 0.0 0.0
C -6.2093 -0.6897 -2.7735 0.0 0.0 0.0
C -4.8339 -0.6430 -2.5976 0.0 0.0 0.0
H -2.5745 -3.2894 -1.5890 0.0 0.0 0.0
H -1.6328 -4.7159 -3.3681 0.0 0.0 0.0
H -0.3324 -3.6944 -5.2139 0.0 0.0 0.0
H 0.0197 -1.2489 -5.2612 0.0 0.0 0.0
H -0.9273 0.1749 -3.4896 0.0 0.0 0.0
H -3.9618 1.8808 -2.0975 0.0 0.0 0.0
H -3.1828 4.1491 -2.6512 0.0 0.0 0.0
H -0.8134 4.7671 -2.3097 0.0 0.0 0.0
H 0.7676 3.1094 -1.3618 0.0 0.0 0.0
H -0.0286 0.8500 -0.7603 0.0 0.0 0.0
H -4.6961 -0.5787 0.7762 0.0 0.0 0.0
H -7.1702 -0.6401 0.4736 0.0 0.0 0.0
H -8.1237 -0.7205 -1.8056 0.0 0.0 0.0
H -6.6258 -0.7372 -3.7720 0.0 0.0 0.0
H -4.1791 -0.6568 -3.4619 0.0 0.0 0.0


4.
133
Properties=species:S:1:pos:R:3:forces:R:3 method="wB97M-V/def2-TZVPD" charge=-1 relative_energy_ev=0.453 energy_ev=-117784.218 homo_energy_ev=-3.11 e_lumo_ha=0.063
Rb -0.3292 -0.7970 -2.0780 0.3 -0.7 0.6
C 3.0520 0.1320 -2.9413 0.0 0.1 0.0
N 2.6221 -1.1237 -2.3729 0.0 0.0 0.0
C 2.8247 -1.1685 -0.9395 0.0 0.0 0.0
C 3.0556 -2.3193 -3.0230 -0.1 0.0 0.0
C 4.1788 -2.3376 -3.8304 0.0 0.0 0.0
C 4.5944 -3.4983 -4.4800 0.0 0.1 0.0
C 3.8590 -4.6558 -4.2906 0.1 -0.1 -0.1
C 2.7389 -4.6588 -3.4784 -0.1 0.0 0.0
C 2.2775 -3.5007 -2.8205 0.1 0.1 -0.1
N 1.1120 -3.4150 -2.1241 0.0 0.1 0.0
C 0.6109 -4.4796 -1.4540 -0.1 0.0 0.1
C 1.3935 -5.4793 -0.8360 0.0 0.0 -0.1
C 0.8510 -6.4571 -0.0204 0.0 -0.1 0.0
C -0.5133 -6.5085 0.2062 0.0 0.0 0.0
C -1.3233 -5.5596 -0.4179 0.0 0.0 0.0
C -0.8032 -4.5649 -1.2292 0.0 0.0 0.0
N -1.6434 -3.5799 -1.8252 0.0 0.1 0.0
C -1.7099 -3.6356 -3.2842 0.1 0.0 0.0
C -2.9642 -3.4400 -1.2650 -0.1 0.0 0.0
H 4.0975 0.3930 -2.6967 0.0 -0.1 0.0
H 2.4235 0.9422 -2.5551 0.0 0.0 0.0
H 2.9389 0.1072 -4.0243 0.0 0.0 0.0
H 3.8720 -0.9513 -0.6666 0.0 0.0 0.0
H 2.5517 -2.1518 -0.5705 0.0 0.0 0.0
H 2.1874 -0.4279 -0.4390 0.1 0.0 0.0
H 4.7456 -1.4238 -3.9612 0.0 0.0 0.0
H 5.4698 -3.4874 -5.1168 0.0 0.0 0.0
H 4.1464 -5.5710 -4.7968 0.0 0.0 0.0
H 2.1617 -5.5686 -3.3746 0.0 0.0 0.0
H 2.4662 -5.4385 -0.9781 0.0 0.0 0.0
H 1.5091 -7.1820 0.4480 0.0 0.0 0.0
H -0.9492 -7.2695 0.8405 0.0 0.0 0.0
H -2.3941 -5.6050 -0.2646 0.0 0.0 0.0
H -2.3648 -4.4586 -3.6156 0.0 0.0 0.0
H -0.7122 -3.7856 -3.6896 0.0 0.0 0.0
H -2.0934 -2.6931 -3.6868 0.0 -0.1 0.0
H -3.6411 -4.2724 -1.5305 0.0 0.0 0.0
H -3.4092 -2.5160 -1.6403 0.0 0.0 0.0
H -2.9079 -3.3695 -0.1778 0.0 0.0 0.0
C 1.0242 1.3810 6.6843 -0.1 0.0 0.0
S 2.6857 1.8712 6.1758 0.0 0.0 0.0
C 2.3135 3.0128 4.8133 -0.1 0.0 0.0
C 2.2936 2.3863 3.4242 0.0 -0.1 -0.1
C 1.1831 1.3564 3.3069 0.0 0.0 0.1
N 1.0318 0.7049 1.9974 -0.1 -0.1 0.2
P 0.5152 -0.9541 1.8968 0.1 -0.1 -0.1
C 2.0188 -1.9350 2.2238 0.1 0.2 0.1
C 1.9839 -3.2663 1.8160 -0.1 0.0 0.0
C 3.0858 -4.0860 2.0041 0.0 -0.1 0.0
C 4.2387 -3.5776 2.5817 0.0 0.0 0.0
C 4.2899 -2.2468 2.9743 0.0 0.0 0.0
C 3.1848 -1.4291 2.7986 -0.1 -0.1 -0.1
C -0.3638 -1.1575 3.4968 -0.1 0.0 0.0
C -1.5883 -0.5014 3.6404 0.0 0.0 0.0
C -2.3242 -0.6160 4.8075 0.0 0.0 0.0
C -1.8603 -1.4185 5.8435 0.0 0.0 0.0
C -0.6595 -2.0952 5.7011 0.0 0.0 0.1
C 0.0876 -1.9617 4.5384 0.0 0.0 0.0
P 0.4965 1.5571 0.6143 -0.3 0.1 -0.4
C -0.6384 2.8159 1.3209 0.1 0.1 0.0
C -1.9704 2.4239 1.4239 0.0 0.0 0.0
C -2.9194 3.2651 1.9832 0.0 0.0 0.0
C -2.5492 4.5245 2.4286 0.0 0.0 0.0
C -1.2278 4.9368 2.3144 0.0 0.0 0.0
C -0.2787 4.0862 1.7677 0.0 0.0 0.0
C 1.8944 2.5650 0.0212 0.2 -0.1 0.1
C 3.2084 2.1228 0.1660 -0.1 0.0 0.1
C 4.2471 2.7741 -0.4786 0.0 0.0 0.0
C 3.9866 3.8644 -1.2946 0.0 0.0 0.0
C 2.6781 4.2922 -1.4713 0.0 0.0 0.0
C 1.6398 3.6431 -0.8240 -0.1 0.0 0.0
H 1.1360 0.7350 7.5532 0.0 0.0 0.0
H 0.4961 0.8254 5.9126 0.0 0.0 0.0
H 0.4379 2.2527 6.9742 0.0 0.0 0.0
H 3.0624 3.8046 4.8545 0.0 -0.1 0.0
H 1.3496 3.4780 5.0345 0.0 0.0 0.0
H 3.2562 1.9167 3.2138 0.1 0.0 0.0
H 2.1736 3.1857 2.6924 0.0 0.0 -0.1
H 0.2295 1.8243 3.5929 0.0 0.0 0.0
H 1.3769 0.5780 4.0455 0.0 0.0 -0.1
H 1.1084 -3.6659 1.3142 0.0 0.0 0.0
H 3.0426 -5.1125 1.6648 0.0 0.0 0.0
H 5.1045 -4.2134 2.7136 0.0 0.0 0.0
H 5.1932 -1.8433 3.4148 0.0 0.0 0.0
H 3.2377 -0.3922 3.0999 0.0 0.1 0.0
H -1.9661 0.1100 2.8307 0.0 0.0 -0.1
H -3.2647 -0.0873 4.9036 0.0 0.0 0.0
H -2.4372 -1.5190 6.7535 0.0 0.0 0.0
H -0.2954 -2.7288 6.5001 0.0 0.0 0.0
H 1.0281 -2.4864 4.4445 0.0 0.0 0.0
H -2.2593 1.4541 1.0367 0.0 0.0 0.0
H -3.9482 2.9340 2.0549 0.0 0.0 0.0
H -3.2883 5.1896 2.8577 0.0 0.0 0.0
H -0.9350 5.9241 2.6492 0.0 0.0 0.0
H 0.7457 4.4217 1.6706 0.0 0.0 0.0
H 3.4126 1.2495 0.7708 0.0 0.0 0.1
H 5.2607 2.4135 -0.3582 0.0 0.0 0.0
H 4.7965 4.3657 -1.8070 0.0 0.0 0.0
H 2.4598 5.1213 -2.1317 0.0 0.0 0.0
H 0.6202 3.9670 -1.0006 0.0 0.0 0.0
C -5.9121 1.7241 -0.3518 -0.1 0.1 0.0
N -4.6518 1.1392 -0.7302 0.1 0.0 -0.1
C -4.0217 0.1472 -0.0600 0.2 0.0 0.1
N -4.6488 -0.3050 1.0924 0.0 -0.1 -0.1
O -2.9196 -0.2822 -0.3803 0.0 0.1 -0.1
H -6.0673 2.6232 -0.9465 0.0 0.0 0.0
H -5.9171 2.0190 0.7016 0.0 0.0 0.0
H -6.7613 1.0555 -0.5345 0.0 0.0 0.0
H -4.1499 1.5180 -1.5265 0.0 -0.1 -0.1
H -5.6536 -0.2628 1.1397 0.0 0.0 0.0
H -4.2455 -1.1680 1.4236 0.0 0.0 0.0
C -2.5334 3.7934 -1.5189 0.0 0.0 0.1
C -2.5268 4.0926 -2.9842 0.0 0.0 -0.1
C -2.0719 5.3053 -3.4756 0.0 0.0 0.0
C -2.0056 5.5268 -4.8407 0.0 0.0 -0.1
Cl -1.4181 7.0635 -5.4308 0.0 0.0 0.0
C -2.3791 4.5486 -5.7394 0.0 0.0 0.0
C -2.8440 3.3322 -5.2612 0.0 0.0 0.1
C -2.9277 3.1085 -3.8947 -0.1 -0.1 0.1
O -3.4517 1.9660 -3.3551 0.0 0.2 0.1
C -3.2418 0.7334 -4.0460 -0.1 0.1 -0.1
C -1.7500 0.3923 -4.2566 -0.3 0.3 -0.3
O -1.5635 -0.6518 -4.8974 0.0 -0.2 0.0
O -0.9205 1.1485 -3.7134 0.0 0.5 -0.2
H -1.9764 4.5458 -0.9599 0.0 0.0 0.0
H -2.0840 2.8147 -1.3406 0.0 0.0 0.0
H -3.5457 3.7597 -1.1075 0.0 0.0 0.0
H -1.7463 6.0764 -2.7895 0.0 0.0 0.0
H -2.3030 4.7275 -6.8022 0.0 0.0 0.0
H -3.1219 2.5612 -5.9629 0.0 -0.1 0.0
H -3.7791 0.7170 -4.9971 0.0 0.0 0.0
H -3.6846 -0.0332 -3.4050 0.0 0.0 0.0


5.
17
Properties=species:S:1:pos:R:3:forces:R:3 method="wB97M-V/def2-TZVPD" charge=0 relative_energy_ev=5.309 energy_ev=-37396.209 homo_energy_ev="-9.26 / -7.61" e_lumo_ha="-0.039 / -0.049"
C 2.3064 0.6102 0.3482 1.3 -1.5 0.8
C 1.1224 -0.1784 0.5287 1.8 2.0 2.0
C -1.0583 -0.5793 -0.0463 1.0 -0.4 0.7
C -2.0939 -0.6483 -1.0508 -0.4 -2.0 -2.4
C 3.5219 0.2055 0.9025 -1.7 -0.4 -0.7
N 0.0690 -0.0489 -0.2718 -0.1 0.4 -0.7
N 3.0686 -1.7768 -0.6301 0.9 0.5 0.3
O 3.9622 -2.1116 -1.3565 -1.0 -0.6 0.1
O 1.9736 -2.1828 -0.3564 0.8 -0.7 -1.0
Cl -1.3441 -1.4087 1.4809 -0.5 -0.1 -0.1
Cl 4.9815 1.0507 0.5301 -0.5 -0.5 0.3
H 2.5672 1.3234 -0.3915 -1.2 0.9 -0.9
H 1.0865 -0.6782 1.5234 -0.2 0.0 -1.0
H -3.0529 -0.4684 -0.6558 -1.3 -0.5 0.7
H -2.0087 0.1402 -1.7707 0.7 0.5 -0.5
H -2.0529 -1.6636 -1.6926 -0.2 2.1 1.7
H 3.5564 -0.7365 1.4383 0.6 0.5 0.6


6.
14
Properties=species:S:1:pos:R:3:forces:R:3 method="wB97M-V/def2-TZVPD" s_squared=15.76 charge=+1 relative_energy_ev=1.296 energy_ev=-25228.782 homo_energy_ev="-9.46 / -13.89" e_lumo_ha="-0.129 / -0.141" multiplicity=8
C 0.3016 -1.6158 -0.0866 -0.6 0.4 -0.1
C 0.6981 -0.3743 0.6353 2.0 1.7 -0.9
O 1.5695 0.4433 0.0188 -0.4 -0.9 0.5
Sm 3.9823 0.2795 -0.7897 -0.6 0.1 0.2
H 0.5333 -1.5612 -1.1568 -0.2 0.2 0.3
H -0.7705 -1.7990 0.0568 0.2 -0.2 0.0
H 0.8730 -2.4484 0.3498 -0.3 0.2 0.1
H 0.8110 -0.4296 1.7267 -0.6 0.3 -0.3
O -0.5864 1.2284 0.6160 4.1 -0.8 -1.5
H 0.5420 1.5126 0.0105 -3.3 -1.3 1.9
C -1.7492 1.1910 -0.1916 -0.4 0.4 -0.5
H -2.3838 2.0263 0.1240 0.0 -0.2 -0.2
H -1.5094 1.2914 -1.2607 -0.1 0.0 0.3
H -2.3116 0.2558 -0.0524 0.3 0.2 0.2